1.
Density functional theory data (ωB97M-V with the def2-TZVPD basis set) for C18H41OP3SeTi as an isolated structure in a non-equilibrium geometry.

Calculated values
E = -5059.57562 Eh
E_HOMO (spin up / spin down) = -15.42 / -15.59 eV
multiplicity = 2
E_LUMO (spin up / spin down) = -9.0 / -13.4 eV
largest force on an atom = 4.19 eV/Å
total charge = +3

Element x y z (Å)
1 Ti -0.5531 -1.0776 0.4772
2 P 1.0746 -1.1847 2.4337
3 P -2.6648 -1.6097 1.6753
4 P -0.6915 1.6302 1.0662
5 H 3.6659 2.1042 -7.0936
6 C 4.0512 2.9271 -6.4739
7 C 5.2448 2.8495 -5.8644
8 H 5.8798 1.9607 -5.9638
9 C 2.0169 -2.7479 2.4606
10 C 0.3594 -1.1714 4.1266
11 C 2.4496 0.0233 2.5990
12 C -4.1462 -1.4615 0.6131
13 C -2.7459 -3.3538 2.2078
14 C -3.2045 -0.7275 3.1882
15 C 0.4042 2.8676 0.3041
16 C -0.6708 1.9684 2.8440
17 C -2.3628 2.1309 0.5695
18 H 3.4266 3.8292 -6.3926
19 H 5.6320 3.6824 -5.2640
20 H 2.4922 -2.9257 1.4877
21 H 1.3599 -3.5978 2.6794
22 H 2.7848 -2.6698 3.2439
23 H -0.3837 -1.9729 4.2260
24 H -0.1290 -0.2137 4.3398
25 H 1.1613 -1.3335 4.8625
26 H 3.0499 0.0133 1.6791
27 H 3.0922 -0.2730 3.4421
28 H 2.0850 1.0438 2.7612
29 H -5.0146 -1.8996 1.1203
30 H -3.9794 -1.9833 -0.3365
31 H -4.3507 -0.4088 0.3833
32 H -3.7248 -3.5578 2.6576
33 H -1.9656 -3.5605 2.9523
34 H -2.5947 -4.0177 1.3478
35 H -4.1269 -1.1782 3.5782
36 H -3.4003 0.3313 2.9798
37 H -2.4329 -0.7948 3.9640
38 H 0.2012 3.8590 0.7270
39 H 0.2490 2.8627 -0.7820
40 H 1.4450 2.5799 0.5045
41 H -0.9079 3.0290 2.9956
42 H 0.3079 1.7636 3.2931
43 H -1.4357 1.3810 3.3695
44 H -2.5015 3.1773 0.8732
45 H -3.1398 1.5225 1.0450
46 H -2.4732 2.0532 -0.5189
47 C -0.2864 0.7483 -2.8644
48 C 1.1104 0.6428 -2.7654
49 C 1.9251 1.3020 -3.6916
50 C 1.3730 2.0780 -4.7096
51 C -0.0212 2.2023 -4.7987
52 C -0.8446 1.5520 -3.8782
53 Se -1.5053 -0.1913 -1.6962
54 H 0.2949 0.4661 0.3512
55 H 1.5471 0.0421 -1.9677
56 H 3.0102 1.2044 -3.6268
57 H 2.0193 2.5765 -5.4316
58 H -0.4507 2.8112 -5.5898
59 H -1.9273 1.6601 -3.9382
60 C 0.1251 -4.1204 -0.0541
61 O 0.1047 -2.7472 -0.5003
62 H -0.2528 -4.1575 0.9770
63 H 1.1526 -4.5128 -0.0738
64 H -0.5294 -4.7428 -0.6800
65 H 0.3221 -2.6824 -1.4507

Löwdin atomic charge list, values in e, 4 entries: number 1, Ti, carries 0.241; number 2, P, carries 0.761; number 3, P, carries 0.741; number 4, P, carries 0.742

2.
Density functional theory data (ωB97M-V with the def2-TZVPD basis set) for C4H8O4 as an isolated structure in a non-equilibrium geometry.

Calculated values
E = -457.98378 Eh
ΔE to the lowest compared entry with this formula, charge and spin = 156.48 kcal per mole
E_HOMO = -9.31 eV
E_LUMO = 0.7 eV
largest force on an atom = 5.55 eV/Å

Element x y z (Å)
1 C 0.1401 0.0410 -0.1203
2 C 0.9837 0.5279 -1.2777
3 C 0.4435 -1.3168 0.4723
4 C -0.5226 1.0373 0.6764
5 O -1.3621 -0.2426 -1.0242
6 O -2.3885 -0.7911 -0.1618
7 O 1.1069 1.2188 1.2627
8 O -1.4069 1.6116 1.1656
9 H -3.1097 -0.1710 -0.3558
10 H 0.9994 1.1034 2.2223
11 H 2.0376 0.4151 -1.0232
12 H 0.7980 1.5789 -1.5023
13 H 0.7294 -0.0553 -2.1646
14 H -0.1713 -1.5236 1.3487
15 H 0.2262 -2.0785 -0.2773
16 H 1.4962 -1.3552 0.7593

Löwdin atomic charge list, values in e, 4 entries: number 1, C, carries -0.380; number 2, C, carries 0.002; number 3, C, carries -0.003; number 4, C, carries -0.222

3.
Density functional theory data (ωB97M-V with the def2-TZVPD basis set) for a 2-piece molecular cluster, CH4NO2S2 overall in a non-equilibrium geometry.

Calculated values
E = -1042.19845 Eh
ΔE to the lowest compared entry with this formula, charge and spin = 5.67 kcal per mole
E_HOMO = -4.61 eV
E_LUMO = 3.3 eV
largest force on an atom = 1.65 eV/Å
total charge = -1

Element x y z (Å)
1 S 2.5341 1.7480 -1.5973
2 S 0.6208 1.1293 -2.2039
3 H 3.1530 1.0549 -2.5841
4 H 0.3682 0.5813 -0.9666
5 N -1.2322 -1.1628 1.8746
6 C -0.8454 -0.5300 0.6598
7 O -1.4620 -0.9454 -0.3460
8 O 0.0801 0.3619 0.6924
9 H -2.0436 -1.7458 1.8590
10 H -1.1730 -0.4914 2.6121

Löwdin atomic charge list, values in e, 4 entries: number 1, S, carries 0.159; number 2, S, carries 0.191; number 3, H, carries -0.242; number 4, H, carries -0.224

4.
Density functional theory data (ωB97M-V with the def2-TZVPD basis set) for C43H55AuGeO7 as an isolated structure.

Calculated values
E = -4410.52173 Eh
ΔE to the lowest compared entry with this formula, charge and spin = 0.00 kcal per mole
E_HOMO (spin up / spin down) = -10.86 / -10.86 eV
multiplicity = 2
E_LUMO (spin up / spin down) = -2.9 / -5.4 eV
largest force on an atom = 0.98 eV/Å
total charge = +1

Element x y z (Å)
1 Au -0.2107 -0.6000 2.0889
2 C 3.4634 0.6697 2.1832
3 C 2.7003 0.5315 3.4853
4 C 3.1982 1.5384 4.5133
5 C 2.7827 -0.8863 4.0260
6 O 1.2946 0.7937 3.2076
7 Ge 0.1599 1.9415 4.0477
8 O -1.1630 0.7667 3.4011
9 C -2.3708 0.4106 4.1550
10 C -3.0300 1.6935 4.6345
11 C -3.2829 -0.3360 3.1980
12 C -1.9493 -0.4718 5.3187
13 O 0.2037 1.6769 0.4082
14 C 0.2066 2.3665 -2.0298
15 C -1.2024 2.9706 -2.3015
16 C 1.0627 3.5094 -1.4274
17 C 1.4996 0.3610 -0.9580
18 H 4.5318 0.5499 2.3639
19 H 3.2921 1.6428 1.7256
20 H 3.1541 -0.0978 1.4750
21 H 4.2529 1.3635 4.7216
22 H 2.6549 1.4503 5.4558
23 H 3.0996 2.5606 4.1415
24 H 3.8229 -1.1819 4.1614
25 H 2.3219 -1.5865 3.3255
26 H 2.2714 -0.9714 4.9855
27 H -3.2619 2.3416 3.7921
28 H -2.3896 2.2407 5.3297
29 H -3.9561 1.4587 5.1588
30 H -3.5195 0.2859 2.3336
31 H -4.2143 -0.5994 3.6984
32 H -2.8185 -1.2621 2.8519
33 H -1.2902 0.0680 6.0025
34 H -1.4258 -1.3583 4.9569
35 H -2.8214 -0.7976 5.8854
36 H -1.1340 4.0586 -2.3002
37 H -1.9459 2.6913 -1.5693
38 H -1.5869 2.6521 -3.2669
39 H 0.5340 4.0033 -0.6143
40 H 1.2177 4.2688 -2.1908
41 H 2.0324 3.1744 -1.0803
42 H 1.5217 -0.1219 0.0247
43 H 3.3838 0.4986 -1.3540
44 H 1.4344 -0.4336 -1.6866
45 C -1.9025 -0.6316 -4.4169
46 C -2.0618 -0.8211 -2.9301
47 C -3.4796 -1.2767 -2.5945
48 O -1.0670 -1.7182 -2.4556
49 C -0.9391 -1.4350 -1.0797
50 C -0.9992 0.1594 -1.0676
51 O -1.7642 0.3942 -2.2352
52 C 0.2105 1.1655 -1.0013
53 O 2.6710 1.1158 -1.1558
54 C 0.7904 2.0377 -3.4255
55 C 0.8940 3.1188 -4.3089
56 C 1.3954 2.9827 -5.5906
57 C 1.8146 1.7421 -6.0494
58 C 1.6911 0.6533 -5.2081
59 C 1.1800 0.7999 -3.9225
60 C -0.5750 2.6160 1.0047
61 C -1.9626 2.7473 0.8472
62 C -2.6256 3.7728 1.4898
63 C -1.9709 4.6680 2.3414
64 C -0.6252 4.4969 2.5664
65 C 0.0745 3.4335 1.9591
66 C 0.0327 -2.4479 -0.3984
67 O 0.1765 -2.1220 0.9672
68 C -0.6515 -3.8408 -0.3018
69 C -0.1332 -4.7468 0.6224
70 C -0.6712 -6.0167 0.7419
71 C -1.7308 -6.4062 -0.0646
72 C -2.2405 -5.5140 -0.9921
73 C -1.7082 -4.2363 -1.1130
74 C 1.4045 -2.6848 -1.0263
75 C 2.5486 -2.6153 -0.2394
76 C 3.8031 -2.8254 -0.7947
77 C 3.9265 -3.1195 -2.1450
78 C 2.7827 -3.2322 -2.9225
79 C 1.5270 -3.0277 -2.3691
80 H -2.0054 -1.5962 -4.9130
81 H -0.9368 -0.2009 -4.6586
82 H -2.6861 0.0278 -4.7869
83 H -3.7282 -2.1722 -3.1641
84 H -4.1752 -0.4877 -2.8754
85 H -3.6214 -1.4857 -1.5364
86 H -1.8834 -1.6808 -0.5777
87 H -1.6089 0.4070 -0.1976
88 H 0.5682 4.1022 -3.9977
89 H 1.4561 3.8514 -6.2320
90 H 2.2165 1.6289 -7.0464
91 H 1.9782 -0.3339 -5.5471
92 H 1.0506 -0.1045 -3.3558
93 H -2.5151 2.0839 0.2033
94 H -3.6903 3.8826 1.3251
95 H -2.5133 5.4749 2.8116
96 H -0.0941 5.1550 3.2424
97 H 1.1611 3.4389 1.9506
98 H 0.7030 -4.4632 1.2449
99 H -0.2561 -6.7058 1.4646
100 H -2.1492 -7.3991 0.0251
101 H -3.0572 -5.8092 -1.6370
102 H -2.1120 -3.5709 -1.8579
103 H 2.4630 -2.3916 0.8150
104 H 4.6831 -2.7671 -0.1677
105 H 4.9019 -3.2823 -2.5826
106 H 2.8634 -3.4891 -3.9703
107 H 0.6485 -3.1327 -2.9882

Löwdin atomic charge list, values in e, 4 entries: number 1, Au, carries 1.171; number 2, C, carries -0.014; number 3, C, carries -0.669; number 4, C, carries -0.066

5.
Density functional theory data (ωB97M-V with the def2-TZVPD basis set) for C20H40N7O3PS2Ti as an isolated structure.

Calculated values
E = -3382.42490 Eh
ΔE to the lowest compared entry with this formula, charge and spin = 1.45 kcal per mole
E_HOMO (spin up / spin down) = -4.58 / -5.94 eV
multiplicity = 3
E_LUMO (spin up / spin down) = 0.5 / 0.5 eV
largest force on an atom = 0.63 eV/Å

Element x y z (Å)
1 Ti 0.5286 -0.8090 0.3700
2 N -0.1886 -2.6873 1.5711
3 C -0.6967 -2.4111 2.9132
4 C -1.4416 -1.0894 2.8737
5 N -0.5380 -0.0005 2.4652
6 C -0.0769 0.8817 3.5601
7 C 1.4134 0.8409 3.8526
8 N 2.1438 1.6096 2.8605
9 H 0.5449 -3.3861 1.5478
10 H -0.9318 -3.0101 0.9555
11 H -1.3488 -3.2069 3.2904
12 H 0.1500 -2.3259 3.5997
13 H -2.2586 -1.1468 2.1486
14 H -1.8842 -0.8756 3.8531
15 H -1.0444 0.5933 1.8209
16 H -0.3583 1.9087 3.3086
17 H -0.6278 0.6254 4.4711
18 H 1.5630 1.1935 4.8862
19 H 1.7622 -0.1904 3.8099
20 H 1.8872 2.5886 2.8993
21 H 3.1443 1.5442 2.9962
22 C -1.7681 -3.4316 -3.2423
23 C -0.7873 -2.8375 -2.2584
24 S -1.4845 -1.7424 -1.0697
25 C 0.5279 -3.1036 -2.2776
26 C 1.1584 -4.0292 -3.2788
27 S 1.6508 -2.3777 -1.1371
28 H -2.7788 -3.0982 -3.0158
29 H -1.7698 -4.5237 -3.2109
30 H -1.5448 -3.1360 -4.2713
31 H 0.4158 -4.5486 -3.8826
32 H 1.7790 -4.7770 -2.7796
33 H 1.8187 -3.4788 -3.9548
34 N 4.5850 -1.1009 1.3627
35 C 4.2646 -2.1048 2.2690
36 C 2.9161 -2.1217 2.3653
37 N 2.3540 -1.1741 1.5359
38 C 3.3925 -0.5785 0.9192
39 C 3.1319 0.4294 -0.0052
40 N 1.8404 0.7404 -0.2858
41 C 1.9234 1.8179 -1.1530
42 C 3.2100 2.1239 -1.4243
43 N 3.9968 1.2608 -0.6745
44 H 5.4712 -1.0109 0.9022
45 H 5.0167 -2.6928 2.7618
46 H 2.3148 -2.7608 2.9904
47 H 1.0444 2.3200 -1.5135
48 H 3.6313 2.8852 -2.0550
49 H 4.9726 1.0971 -0.8330
50 C -0.0943 1.5905 -4.1985
51 C -0.5768 0.6492 -3.1246
52 O -1.3364 1.4160 -2.1516
53 P -1.2209 1.1275 -0.5724
54 O -2.7747 1.0614 -0.1168
55 C -3.8654 0.5340 -0.8964
56 C -5.1019 1.3395 -0.5776
57 O -0.8974 2.5931 0.0429
58 C -1.6454 3.7658 -0.3098
59 C -1.7300 4.6613 0.9029
60 H 0.4533 1.0226 -4.9526
61 H 0.5764 2.3511 -3.7978
62 H -0.9293 2.0911 -4.6896
63 H 0.2430 0.1270 -2.6264
64 H -1.2492 -0.1128 -3.5197
65 H -3.9832 -0.5191 -0.6411
66 H -3.6022 0.5893 -1.9528
67 H -5.3592 1.2553 0.4785
68 H -5.9477 0.9755 -1.1621
69 H -4.9572 2.3944 -0.8119
70 H -2.6406 3.4768 -0.6541
71 H -1.1278 4.2539 -1.1394
72 H -2.2630 4.1552 1.7079
73 H -2.2614 5.5845 0.6681
74 H -0.7335 4.9240 1.2577

Löwdin atomic charge list, values in e, 4 entries: number 1, Ti, carries 0.487; number 2, N, carries -0.076; number 3, C, carries -0.230; number 4, C, carries -0.201

6.
Density functional theory data (ωB97M-V with the def2-TZVPD basis set) for one molecule with the formula C5H3ClO2 in a non-equilibrium geometry.

Calculated values
E = -802.79096 Eh
ΔE to the lowest compared entry with this formula, charge and spin = 116.37 kcal per mole
E_HOMO = -9.44 eV
E_LUMO = -0.3 eV
largest force on an atom = 4.21 eV/Å

Element x y z (Å)
1 C -0.7428 0.4057 0.1607
2 C 2.9029 -0.2960 -0.5231
3 C -0.1955 1.6605 0.5305
4 C 0.6509 0.4631 0.1840
5 C -1.7865 -0.6025 -0.2158
6 O -0.1410 2.8341 0.7249
7 O 1.7556 -0.2392 0.1055
8 Cl 3.7576 -1.6215 0.0775
9 H -1.3270 -1.5020 -0.5195
10 H -2.4369 -0.3040 -1.0778
11 H -2.4372 -0.7983 0.5531

Löwdin atomic charge list, values in e, 4 entries: number 1, C, carries -0.016; number 2, C, carries -0.485; number 3, C, carries -0.312; number 4, C, carries -0.057

Among the records above, which one has the highest largest force on an atom?
C4H8O4

Among the records above, which one has the lowest largest force on an atom?
C20H40N7O3PS2Ti